{
  "formula": "CH4N4",
  "method": "ωB97M-V with the def2-TZVPD basis set",
  "gap_ev": 10.55,
  "homo_energy_ev": -9.613,
  "spin_multiplicity": 1,
  "species": ["C", "N", "N", "N", "N", "H", "H", "H", "H"],
  "positions_angstrom": [[1.632, -1.072, 0.445], [-2.988, 2.058, -0.336], [-2.301, 1.213, -0.654], [0.954, -0.026, 0.436], [-1.674, 0.285, -1.122], [2.232, -1.386, 1.337], [1.747, -1.932, -0.319], [1.117, 0.554, 1.157], [-0.720, 0.306, -0.944]],
  "nbo_charge": [-0.0061, -0.1036, 0.2539, -0.6317, -0.5598, 0.1337, 0.1730, 0.3451, 0.3956]
}

{
  "formula": "C25H34N2O4S",
  "method": "ωB97M-V with the def2-TZVPD basis set",
  "gap_ev": 7.44,
  "homo_energy_ev": -7.537,
  "spin_multiplicity": 1,
  "smiles": "CCOC(=O)CCCc1cc2c(cc1C[C@@H](O)CN)Sc1c(CCCOC)cccc1N2",
  "species": ["C", "C", "O", "C", "O", "C", "C", "C", "C", "C", "C", "C", "C", "C", "C", "C", "O", "C", "N", "S", "C", "C", "C", "C", "C", "O", "C", "C", "C", "C", "C", "N", "H", "H", "H", "H", "H", "H", "H", "H", "H", "H", "H", "H", "H", "H", "H", "H", "H", "H", "H", "H", "H", "H", "H", "H", "H", "H", "H", "H", "H", "H", "H", "H", "H", "H"],
  "positions_angstrom": [[-2.247, -5.593, -1.292], [-3.374, -5.096, -0.176], [-3.607, -3.651, -0.459], [-4.761, -3.316, 0.423], [-5.929, -3.074, -0.226], [-4.635, -3.192, 2.080], [-3.559, -2.027, 2.496], [-1.965, -2.504, 2.320], [-1.150, -1.131, 1.894], [-1.480, -0.560, 0.358], [-0.760, 0.827, -0.144], [0.292, 1.653, 0.861], [0.666, 1.102, 2.359], [-0.090, -0.311, 2.837], [0.294, -0.866, 4.364], [1.840, -1.456, 4.352], [2.571, -1.211, 5.617], [1.950, -3.034, 3.908], [1.185, -3.993, 4.812], [1.025, 3.236, 0.079], [1.273, 2.694, -1.737], [2.550, 3.135, -2.666], [3.672, 4.152, -2.013], [3.062, 5.685, -1.908], [2.498, 6.285, -3.329], [3.120, 5.704, -4.534], [2.089, 5.618, -5.603], [2.613, 2.521, -4.196], [1.476, 1.505, -4.844], [0.178, 1.118, -3.896], [0.091, 1.723, -2.344], [-1.119, 1.338, -1.522], [-2.757, -5.464, -2.345], [-1.374, -4.787, -1.231], [-1.854, -6.676, -1.073], [-3.000, -5.183, 0.937], [-4.338, -5.742, -0.341], [-5.700, -2.817, 2.441], [-4.448, -4.225, 2.598], [-3.808, -1.072, 1.835], [-3.647, -1.670, 3.622], [-1.854, -3.310, 1.461], [-1.603, -2.989, 3.322], [-2.202, -1.098, -0.390], [1.427, 1.677, 3.047], [0.293, 0.116, 5.043], [-0.500, -1.623, 4.779], [2.415, -0.837, 3.516], [2.720, -2.101, 6.097], [1.700, -3.208, 2.758], [3.097, -3.341, 4.017], [0.561, -4.598, 4.221], [0.621, -3.463, 5.516], [4.691, 4.092, -2.598], [3.870, 3.751, -0.910], [3.826, 6.440, -1.397], [2.128, 5.645, -1.173], [1.343, 5.999, -3.375], [2.542, 7.467, -3.293], [2.557, 5.348, -6.667], [1.452, 6.619, -5.684], [1.301, 4.760, -5.383], [3.518, 2.803, -4.888], [1.647, 1.106, -5.942], [-0.621, 0.399, -4.366], [-1.770, 0.698, -2.026]],
  "nbo_charge": [-0.6459, -0.0964, -0.5683, 0.7820, -0.5521, -0.5228, -0.4089, -0.4594, -0.0026, -0.2765, 0.1812, -0.1850, -0.2242, -0.0319, -0.4788, 0.0947, -0.7381, -0.2634, -0.8729, 0.2459, -0.2119, 0.0115, -0.4528, -0.4234, -0.0803, -0.5748, -0.2864, -0.2472, -0.2207, -0.2803, 0.1813, -0.6449, 0.2313, 0.2233, 0.2291, 0.1785, 0.1999, 0.2622, 0.2391, 0.2382, 0.2302, 0.2337, 0.2234, 0.2414, 0.2569, 0.2449, 0.2177, 0.1971, 0.4772, 0.2122, 0.1960, 0.3693, 0.3609, 0.2428, 0.2402, 0.2201, 0.2185, 0.1809, 0.1878, 0.2052, 0.1830, 0.1954, 0.2387, 0.2420, 0.2334, 0.4033]
}

{
  "formula": "C5H9NO",
  "method": "ωB97M-V with the def2-TZVPD basis set",
  "gap_ev": 9.95,
  "homo_energy_ev": -8.959,
  "spin_multiplicity": 1,
  "smiles": "CN1CC1.C=C=O",
  "species": ["C", "N", "C", "C", "C", "O", "C", "H", "H", "H", "H", "H", "H", "H", "H", "H"],
  "positions_angstrom": [[1.176, -0.046, -1.786], [0.702, 0.280, -0.441], [1.400, -0.415, 0.631], [0.037, -0.803, 0.280], [-2.315, 0.311, 0.649], [-2.899, -0.572, 0.151], [-1.715, 1.293, 1.289], [2.030, 0.595, -2.032], [0.393, 0.144, -2.527], [1.504, -1.095, -1.898], [2.163, -1.150, 0.419], [1.505, 0.180, 1.536], [-0.203, -1.709, -0.263], [-2.430, 1.885, 1.831], [-0.661, -0.519, 1.037], [-0.687, 1.619, 1.126]],
  "nbo_charge": [-0.4143, -0.4094, -0.2673, -0.2727, 0.7153, -0.4763, -0.7985, 0.2031, 0.2032, 0.1678, 0.1956, 0.2001, 0.2013, 0.2601, 0.2085, 0.2834]
}

{
  "formula": "C6H36O12",
  "method": "ωB97M-V with the def2-TZVPD basis set",
  "gap_ev": [11.12, 4.74],
  "homo_energy_ev": [-13.721, -13.715],
  "spin_multiplicity": 2,
  "charge": 1,
  "species": ["C", "O", "C", "C", "C", "C", "C", "H", "H", "H", "H", "H", "H", "H", "H", "H", "H", "H", "H", "H", "H", "H", "H", "O", "H", "H", "O", "H", "H", "O", "H", "H", "O", "H", "H", "O", "H", "H", "O", "H", "H", "O", "H", "H", "O", "H", "H", "O", "H", "H", "O", "H", "H", "O"],
  "positions_angstrom": [[0.197, 1.266, -2.830], [-0.674, 0.348, -3.306], [1.198, 0.749, -1.861], [0.629, 0.099, -0.535], [0.053, 0.933, 0.611], [-0.691, -0.080, 1.491], [1.111, 1.654, 1.405], [-0.350, 2.100, -2.362], [0.721, 1.679, -3.765], [-0.609, -0.620, -3.102], [1.882, 1.594, -1.646], [1.828, 0.064, -2.447], [-0.252, -0.455, -0.870], [1.410, -0.589, -0.209], [-0.692, 1.631, 0.233], [-1.159, -0.832, 0.844], [-1.295, 0.395, 2.236], [-0.033, -0.643, 2.149], [0.706, 2.419, 2.068], [1.918, 2.055, 0.793], [1.732, 1.115, 2.187], [3.060, -3.553, 1.501], [1.795, -3.022, 2.087], [2.100, -3.738, 1.501], [1.998, -0.210, 4.583], [0.969, -1.288, 4.783], [1.559, -0.924, 4.107], [-1.038, 3.551, 2.782], [-1.684, 2.252, 3.401], [-0.996, 2.922, 3.504], [0.516, -3.064, 0.319], [0.640, -2.895, -1.299], [0.118, -3.220, -0.543], [-2.605, -2.082, -1.624], [-1.057, -2.359, -1.555], [-1.735, -1.813, -2.014], [3.386, 0.347, 1.096], [4.891, 0.514, 0.798], [4.071, 0.152, 0.447], [-3.177, 0.986, -0.138], [-4.148, 1.444, 1.068], [-3.446, 0.849, 0.782], [-3.608, 0.300, -2.015], [-2.503, 1.294, -2.309], [-3.399, 1.246, -1.976], [1.742, -3.477, -3.404], [2.632, -2.853, -2.156], [1.807, -2.888, -2.646], [1.322, 4.245, -0.518], [0.618, 2.907, -0.634], [0.487, 3.848, -0.795], [-3.969, -2.221, 0.306], [-4.020, -0.597, -0.145], [-3.953, -1.535, -0.380]],
  "mulliken_spin": [-0.0112, 0.6221, 0.0381, 0.0353, 0.0052, 0.0082, 0.0011, 0.0952, 0.1900, -0.0196, -0.0016, 0.0120, -0.0040, -0.0008, 0.0019, -0.0019, 0.0016, 0.0003, -0.0001, 0.0002, -0.0001, 0.0000, 0.0000, 0.0000, 0.0000, 0.0000, 0.0000, 0.0000, 0.0000, 0.0000, -0.0001, -0.0004, 0.0006, -0.0009, -0.0010, 0.0223, 0.0000, 0.0000, 0.0000, -0.0005, 0.0000, 0.0000, 0.0002, -0.0009, 0.0023, 0.0000, 0.0001, 0.0003, -0.0001, 0.0015, 0.0046, 0.0000, 0.0001, 0.0000]
}

Here are the calculated relative energy (zero: lowest compared OMol25 entry of this formula, charge and spin) numbers, same order: 370.5, 2294.9, 362.3, 141.1 (kJ/mol).
Here are the calculated DFT total energy numbers, same order: -259.41879, -1780.83618, -325.79955, -1152.68608 (hartree).